Density functional theory data (wB97M-V/def2-TZVPD) for a structure of composition C20H18F2N5RhS.

Last column: Löwdin charge in e.
Positions of all 47 atoms, in Å:
Rh -0.69 0.68 0.03  0.897
F -0.07 2.44 5.04  0.122
C -0.53 1.50 4.23  -0.257
C -0.49 1.72 2.86  -0.018
C -0.97 0.73 2.03  -0.236
C -1.51 -0.46 2.54  -0.140
C -1.51 -0.63 3.92  -0.201
F -1.97 -1.77 4.45  0.114
C -1.02 0.33 4.79  0.105
C -2.02 -1.39 1.53  -0.168
C -2.78 -2.53 1.76  0.041
C -3.20 -3.30 0.69  0.004
C -2.88 -2.91 -0.60  -0.016
C -2.15 -1.75 -0.78  -0.094
N -1.74 -1.01 0.25  -0.022
H -0.08 2.66 2.49  0.124
H -1.04 0.17 5.86  0.151
H -3.02 -2.81 2.77  0.125
H -3.77 -4.20 0.87  0.133
H -3.18 -3.48 -1.46  0.127
H -1.89 -1.40 -1.77  0.076
C 0.38 1.04 -5.28  -0.001
N 1.32 0.78 -4.19  -0.106
C 2.67 0.54 -4.33  0.010
C 3.17 0.34 -3.11  0.001
N 2.12 0.47 -2.19  0.026
C 0.98 0.73 -2.90  -0.643
S -0.62 0.92 -2.36  0.735
C 2.32 0.33 -0.79  -0.207
C 3.62 0.53 -0.33  0.023
C 3.94 0.25 0.98  0.008
C 2.95 -0.27 1.80  -0.004
C 1.68 -0.38 1.30  -0.089
N 1.33 -0.04 0.03  0.022
H 0.94 1.04 -6.21  0.106
H -0.09 2.01 -5.14  0.100
H -0.38 0.27 -5.31  0.099
H 3.15 0.52 -5.30  0.147
H 4.17 0.09 -2.82  0.131
H 4.37 0.92 -1.00  0.121
H 4.95 0.40 1.34  0.136
H 3.16 -0.56 2.83  0.131
H 0.89 -0.77 1.92  0.105
N -2.40 1.90 -0.08  0.019
H -2.12 2.83 -0.37  0.089
H -2.88 1.97 0.81  0.091
H -3.07 1.56 -0.77  0.082

Kohn-Sham gap (eV): 7.1
LUMO (eV): -7.39
Total charge: +2